# 1
A structure of composition C27H35IN4P2Pt at a distorted geometry. Source: the OMol25 dataset; level of theory: the ωB97M-V functional and the def2-TZVPD basis.

Last column: Löwdin spin population.
CARTESIAN COORDINATES (ANGSTROEM)
Pt 0.765 -2.813 2.935  1.115
C -1.266 1.318 4.620  0.003
C -1.499 0.827 3.378  0.004
C -0.953 1.319 2.086  0.001
C 0.310 0.537 1.585  0.000
C 1.376 0.123 2.556  0.032
C 1.755 0.935 3.578  0.031
C 1.093 2.233 3.958  0.005
C -0.035 2.164 4.997  0.003
C 1.496 -1.935 4.655  0.138
H -1.829 0.875 5.457  0.002
H -1.948 -0.187 3.266  0.004
H -0.783 2.420 2.031  0.000
H -1.752 1.014 1.373  0.000
H -0.050 -0.322 0.974  0.001
H 0.838 1.217 0.884  -0.001
H 2.130 -0.613 2.129  0.032
H 2.624 0.648 4.212  0.002
H 0.851 2.874 3.093  0.001
H 1.916 2.810 4.418  0.000
H 0.389 1.677 5.914  0.000
H -0.352 3.191 5.312  0.000
H 0.852 -1.172 5.148  0.004
H 2.425 -1.416 4.384  0.024
H 1.805 -2.692 5.411  0.006
P 1.425 -0.996 -0.858  0.010
P -2.233 0.023 -0.866  0.000
N 2.707 0.140 -1.188  0.001
N 2.138 -2.258 -1.959  0.000
N -2.400 1.648 -1.559  0.000
N -3.739 -0.623 -1.574  0.000
C 0.317 -0.185 -2.126  0.001
C -1.107 -0.793 -2.118  0.000
C 3.784 0.321 -0.304  0.000
C 4.802 1.023 -0.927  0.000
C 4.349 1.278 -2.258  0.000
C 3.079 0.730 -2.398  0.000
C 2.355 -3.570 -1.513  0.003
C 2.769 -4.344 -2.594  0.000
C 2.801 -3.489 -3.735  0.000
C 2.508 -2.194 -3.306  0.000
C -2.797 2.788 -0.826  0.000
C -2.686 3.889 -1.674  0.000
C -2.092 3.453 -2.919  0.000
C -2.079 2.066 -2.873  0.000
C -4.479 -0.188 -2.687  0.000
C -5.411 -1.159 -3.038  0.000
C -5.175 -2.291 -2.196  0.000
C -4.128 -1.957 -1.346  0.000
H 0.713 -0.361 -3.144  0.000
H 0.332 0.905 -1.883  0.000
H -1.644 -0.659 -3.087  0.000
H -1.137 -1.881 -1.880  0.000
H 3.707 -0.073 0.691  0.000
H 5.772 1.278 -0.502  0.000
H 4.898 1.766 -3.050  0.000
H 2.437 0.762 -3.271  0.000
H 2.183 -3.798 -0.475  0.008
H 3.057 -5.382 -2.569  0.000
H 3.022 -3.769 -4.752  0.000
H 2.585 -1.257 -3.831  0.000
H -3.171 2.688 0.185  0.000
H -3.055 4.879 -1.472  0.000
H -1.714 4.048 -3.762  0.000
H -2.025 1.324 -3.665  0.000
H -4.266 0.756 -3.150  0.000
H -6.166 -1.082 -3.806  0.000
H -5.703 -3.232 -2.235  0.000
H -3.604 -2.531 -0.600  0.000
I -1.091 -2.727 4.743  0.570

Forces on the atoms, in the same order (eV/Å):
Pt 0.0124 0.6496 1.2045
C 0.6458 -0.8800 -0.8844
C 0.5361 -0.5701 1.5249
C 0.2323 -0.1456 -0.6917
C -0.5320 0.4343 -0.6030
C 1.4805 1.3277 -0.0856
C -0.1712 -1.2900 -0.6087
C 0.7969 0.9541 0.1987
C -1.0216 0.1936 0.5789
C 2.3066 0.4836 1.0602
H 0.4476 0.1127 -0.3494
H -0.5515 1.1358 0.3176
H -0.3462 -0.9376 0.1224
H 0.6134 0.8354 0.2627
H 0.2088 0.4717 0.7172
H -0.3125 -0.2896 -0.1141
H -1.1355 0.4763 0.9530
H -0.6489 0.2247 -0.6182
H -0.1702 -0.6114 0.2128
H -0.3474 -0.0763 0.1144
H -0.3924 0.3960 -0.6117
H 0.4173 -0.6223 -0.2285
H 0.6477 -0.6922 -0.6985
H -0.1620 -0.2961 -0.2648
H -0.5513 0.2841 -0.6107
P 1.9008 -0.4497 -3.2202
P -1.4244 0.2769 -1.8100
N 1.1884 0.7923 0.7144
N -0.0541 -0.4082 0.6796
N 0.0239 0.1628 -0.2013
N -0.3203 -1.2727 -0.7774
C -0.6556 -0.4400 0.1564
C -0.5683 0.6440 -0.0463
C 0.0797 0.3463 -0.8335
C -0.7899 -0.6244 0.1412
C -0.9362 -0.5784 0.0322
C 0.9431 0.5916 0.3739
C -0.0288 0.2883 -1.4159
C -0.4940 0.8831 0.6969
C 0.0705 1.1632 0.8045
C -0.5235 -1.4212 0.3024
C 0.3453 0.1727 -1.7355
C 0.5614 -1.0527 0.4585
C -0.7452 -1.1500 0.1700
C 0.2288 0.5510 1.0450
C -0.3618 -0.6491 0.4839
C 1.1328 0.3453 0.6403
C 0.8682 0.6041 0.4205
C -0.6258 0.7462 -0.4043
H 0.0344 0.2787 0.7075
H -0.1900 -0.7445 -0.3454
H 0.6294 -0.2649 0.5683
H 0.1383 0.6345 -0.1485
H 0.0879 -0.0463 0.1953
H -0.4671 -0.0487 -0.1035
H -0.0925 0.0564 0.0967
H 0.1630 -0.0064 0.3972
H 0.0022 -0.1659 0.0397
H -0.1484 -0.0491 0.0537
H 0.2472 0.0241 0.0363
H -0.2341 -0.2036 -0.0344
H 0.1220 0.0676 -0.1630
H 0.3106 0.1276 0.2278
H -0.7053 -0.2688 0.4874
H 0.6094 0.3077 0.2352
H -0.1929 0.2277 0.1501
H 0.1500 0.0806 0.0068
H 0.1074 0.0546 0.1113
H -0.1742 -0.0954 0.1685
I -2.2152 -1.0560 -0.2598

The spin multiplicity is 3. Its charge is 0. Its strongest force on any atom is 3.77 eV/A. The value obtained for the gap between HOMO and LUMO (alpha / beta) is 6.3 / 5.9 eV. The value obtained for the HOMO energy (alpha / beta) is -7.25 / -8.35 eV.

# 2
A cluster of 6 separate species, C48H84N3O12PS4 in total at a distorted geometry. Source: the OMol25 dataset; level of theory: the ωB97M-V functional and the def2-TZVPD basis.

Last column: Löwdin charge in e.
CARTESIAN COORDINATES (ANGSTROEM)
C -7.321 -1.785 -0.593  -0.033
C -6.225 -0.880 -0.736  -0.161
C -4.946 -0.969 0.240  -0.173
C -3.655 -1.071 -0.694  -0.117
C -3.461 -2.355 -1.569  -0.130
N -4.500 -3.405 -1.411  0.059
C -4.035 -4.419 -0.754  -0.635
S -3.581 -5.547 0.377  0.724
C -2.229 -2.501 -2.538  -0.113
S -2.162 -4.051 -3.533  0.730
C -3.835 -4.534 -4.248  -0.140
O -1.690 -5.178 -2.618  -0.387
O -1.213 -4.014 -4.704  -0.379
C -1.157 -1.354 -2.599  0.008
C 0.146 -1.495 -3.549  -0.172
O 1.077 -2.464 -2.989  -0.162
C 1.707 -3.260 -4.023  -0.235
C 3.267 -3.534 -3.800  -0.207
C 3.756 -4.417 -5.086  -0.134
C -1.314 -0.042 -1.745  -0.141
C -2.556 0.014 -0.818  -0.310
S -2.756 1.516 0.253  0.899
C -0.994 2.072 0.475  -0.357
C -0.646 2.860 1.778  -0.300
P -1.861 3.250 3.168  0.371
S -1.643 1.889 4.587  0.063
C 0.826 3.382 1.971  -0.184
O 1.239 4.153 3.109  -0.121
N 1.444 3.375 4.212  0.013
O 1.216 4.079 5.158  0.024
C 1.838 3.068 0.841  0.073
C 1.477 2.258 -0.458  -0.061
C 2.610 2.026 -1.559  -0.114
C 3.178 0.525 -1.576  -0.152
O 4.544 0.591 -1.043  -0.072
C 4.805 -0.621 -0.319  -0.355
O 4.520 -1.721 -0.872  0.040
C 5.414 -0.643 1.162  -0.130
C 4.525 -1.648 2.063  -0.105
C 0.006 1.728 -0.654  -0.140
N -0.281 0.998 -1.903  -0.088
C -0.642 2.043 -2.930  -0.208
C -1.879 1.654 -3.870  -0.076
H -7.721 -2.380 -1.492  0.067
H -7.784 -1.904 0.441  0.067
H -6.159 -0.073 -1.559  0.112
H -4.884 -0.095 0.972  0.085
H -4.946 -1.925 0.889  0.126
H -3.699 -5.120 -5.231  0.092
H -4.399 -5.205 -3.495  0.060
H -4.458 -3.602 -4.455  0.077
H -0.200 -1.750 -4.610  0.119
H 0.731 -0.507 -3.630  0.122
H 1.580 -2.860 -5.087  0.132
H 1.189 -4.296 -3.997  0.125
H 3.514 -4.177 -2.886  0.104
H 3.899 -2.574 -3.799  0.106
H 4.658 -5.075 -4.850  0.067
H 3.930 -3.763 -6.017  0.075
H 2.860 -5.099 -5.359  0.076
H -3.236 3.192 2.781  -0.031
H -1.580 4.519 3.817  -0.009
H 2.907 3.461 0.975  0.117
H 3.422 2.830 -1.385  0.128
H 2.147 2.296 -2.584  0.106
H 2.496 -0.088 -0.870  0.145
H 3.156 0.062 -2.631  0.135
H 5.347 0.398 1.622  0.110
H 6.490 -1.054 1.200  0.124
H 4.565 -2.719 1.677  0.072
H 3.449 -1.253 2.059  0.085
H 4.925 -1.659 3.137  0.084
H 0.281 2.172 -3.616  0.112
H -0.767 3.052 -2.393  0.128
H -2.878 1.618 -3.299  0.089
H -1.922 2.456 -4.698  0.080
H -1.729 0.653 -4.419  0.084
C -0.672 0.544 9.174  -0.080
C 0.224 1.499 9.944  -0.283
O 1.348 1.945 9.200  -0.162
C 1.068 2.673 8.011  -0.285
C 0.300 3.960 8.255  -0.080
H -0.091 -0.288 8.769  0.083
H -1.454 0.147 9.825  0.076
H -1.160 1.043 8.333  0.062
H 0.622 0.977 10.819  0.116
H -0.345 2.354 10.325  0.105
H 0.550 2.035 7.287  0.093
H 2.035 2.921 7.566  0.111
H -0.709 3.762 8.625  0.069
H 0.209 4.532 7.330  0.051
H 0.807 4.577 9.003  0.083
C -0.033 7.711 4.656  -0.076
C 0.571 7.531 3.274  -0.275
O -0.275 7.978 2.223  -0.167
C -0.619 9.356 2.232  -0.282
C 0.579 10.281 2.107  -0.082
H -1.026 7.256 4.707  0.077
H 0.606 7.253 5.414  0.075
H -0.145 8.769 4.910  0.067
H 0.738 6.465 3.103  0.090
H 1.552 8.014 3.206  0.111
H -1.211 9.595 3.122  0.107
H -1.276 9.515 1.372  0.117
H 1.227 10.219 2.984  0.066
H 0.251 11.319 2.007  0.077
H 1.182 10.016 1.235  0.080
C -0.537 6.197 -5.847  -0.076
C 0.103 5.107 -5.004  -0.294
O 1.487 5.315 -4.762  -0.164
C 1.833 6.497 -4.053  -0.276
C 1.241 6.561 -2.656  -0.075
H 0.022 6.345 -6.774  0.085
H -1.568 5.932 -6.094  0.077
H -0.556 7.153 -5.319  0.068
H 0.022 4.158 -5.540  0.112
H -0.433 4.975 -4.057  0.095
H 1.565 7.384 -4.637  0.107
H 2.924 6.499 -3.972  0.119
H 0.151 6.643 -2.685  0.068
H 1.627 7.429 -2.117  0.078
H 1.486 5.657 -2.091  0.072
C -7.418 -6.692 -0.476  -0.078
C -7.782 -6.724 -1.950  -0.274
O -6.661 -6.904 -2.806  -0.178
C -5.927 -8.111 -2.641  -0.281
C -6.748 -9.360 -2.905  -0.080
H -6.635 -5.953 -0.289  0.046
H -8.293 -6.441 0.129  0.080
H -7.044 -7.660 -0.134  0.071
H -8.227 -5.763 -2.223  0.115
H -8.543 -7.486 -2.152  0.107
H -5.467 -8.143 -1.648  0.105
H -5.106 -8.072 -3.362  0.118
H -7.536 -9.488 -2.159  0.067
H -6.112 -10.248 -2.874  0.079
H -7.231 -9.306 -3.885  0.083
C 7.714 -6.857 2.187  -0.083
C 6.314 -6.308 1.971  -0.279
O 6.297 -4.977 1.477  -0.173
C 6.911 -4.761 0.213  -0.275
C 6.260 -5.538 -0.917  -0.076
H 8.301 -6.181 2.813  0.081
H 7.669 -7.836 2.669  0.076
H 8.249 -6.975 1.241  0.065
H 5.794 -6.287 2.932  0.118
H 5.730 -6.964 1.316  0.108
H 7.984 -4.972 0.270  0.107
H 6.816 -3.692 0.003  0.108
H 6.398 -6.615 -0.796  0.066
H 6.696 -5.251 -1.878  0.078
H 5.184 -5.347 -0.947  0.079

Forces on the atoms, in the same order (eV/Å):
C 1.8432 1.6873 -0.5463
C -1.1560 -1.4039 0.6319
C -0.0392 0.2750 0.1195
C 2.6822 -0.7475 -2.2773
C 2.0481 2.8971 -0.0851
N 3.7296 -2.7833 1.8816
C -0.7369 1.0813 1.2445
S -1.2621 2.7667 -3.2646
C -1.2435 3.5417 2.3448
S 3.9030 -4.4966 -0.6308
C -1.1936 0.0318 0.2616
O -2.2390 3.2168 -1.4623
O -2.5266 1.4836 2.0479
C -1.3919 0.3803 1.2980
C -0.2540 0.5237 0.1942
O -0.6917 0.6213 -1.6275
C 0.6845 -1.9728 -0.0540
C 0.5847 -0.3241 -1.1344
C -1.2368 0.0696 0.0408
C -2.4764 -4.1910 -0.0582
C 0.5209 -1.5199 -1.1943
S 1.7058 -0.6704 -0.7332
C 2.1018 0.4295 -0.0880
C 2.7862 0.4744 -2.4484
P 0.7672 -1.7339 1.3515
S -0.0682 0.3011 -0.4062
C -0.7489 -2.5412 -4.2855
O -1.2986 -0.5810 -3.5252
N -0.7558 1.4276 3.3778
O 1.0517 -1.9608 -1.4559
C -2.7088 -0.8517 -0.1112
C -2.0045 0.7143 2.4730
C -0.8656 0.8279 -0.1758
C -1.1047 0.5112 -0.0898
O -0.6242 -2.0120 1.9999
C -0.2460 -3.4446 -1.8324
O 0.9541 4.1287 2.0764
C -0.5243 0.0201 0.1800
C -0.0298 0.3589 -0.1197
C 2.4143 1.9288 3.6234
N -2.1571 0.6177 2.0927
C 0.2687 0.5423 -1.6871
C 0.1095 0.4684 -0.2973
H -0.2479 1.9215 1.3474
H 1.3869 -1.0039 -1.2993
H 0.3498 -2.1893 0.6673
H 0.2468 -0.9907 -1.1167
H -0.3237 1.5091 -1.1995
H 0.4149 1.0855 1.6762
H 1.0708 1.2106 -1.1201
H 0.9149 -1.1811 0.3249
H 0.4096 -0.0083 1.5797
H -1.2560 -1.1315 0.3664
H 0.0172 -0.1605 1.5087
H 0.7883 1.6457 -0.1981
H -0.6588 1.2467 -1.0270
H -1.0858 -1.3346 0.3529
H -1.2013 1.0742 -0.3904
H -0.0336 -0.9489 1.5075
H 1.5693 0.8268 0.3827
H 0.7954 0.6725 -0.5592
H -0.2169 -0.3999 -1.3617
H -1.7780 -0.7045 -0.3008
H -1.0846 -1.5933 -0.1955
H 0.7390 -0.5521 1.6265
H 1.2419 0.7282 -1.3106
H 0.1377 0.7376 1.7328
H 0.3506 -1.3349 -0.7093
H -1.6099 0.9293 -0.5076
H -0.0834 1.5500 0.3428
H 1.4684 -0.7765 0.1348
H -0.5774 0.1778 -1.5688
H -1.4221 -0.1855 0.9996
H -0.2089 -1.4819 -0.9257
H 1.6053 0.0943 -0.8996
H -0.0895 -1.1386 1.3718
H -0.1086 1.4780 1.0250
C -0.0974 0.0893 -0.2159
C 0.0215 -0.0793 -0.0564
O 0.1577 -0.0385 0.1373
C -0.0061 0.0549 -0.0460
C -0.2171 0.0228 0.1588
H -0.0134 0.0366 0.0935
H 0.0667 0.0224 -0.0187
H -0.0371 -0.0362 0.0602
H 0.1690 0.1185 -0.1129
H -0.0767 -0.0030 -0.0522
H -0.0788 0.0733 -0.0124
H -0.0025 -0.1580 0.1827
H 0.0154 0.0291 -0.0842
H 0.0117 -0.0783 0.0968
H 0.0328 -0.0472 -0.0776
C -0.0215 0.2299 0.0431
C -0.0378 -0.0933 0.0707
O -0.0956 -0.0916 -0.1638
C 0.0320 0.0108 -0.0576
C 0.1949 -0.0279 0.1477
H 0.0751 -0.0422 -0.0074
H -0.0463 -0.0111 -0.0755
H 0.0371 -0.0584 0.0510
H -0.1063 0.2044 -0.1626
H -0.0111 0.0650 0.0712
H 0.0639 0.0478 0.0460
H 0.0420 -0.2269 0.0489
H -0.0512 0.0760 -0.0266
H 0.0018 -0.0796 -0.0043
H -0.1062 0.0296 0.0170
C 0.0176 0.2189 0.0829
C 0.0223 0.0637 -0.0795
O 0.0944 -0.1959 -0.0478
C 0.0292 0.0095 0.1063
C -0.2349 -0.0523 0.0032
H -0.0484 -0.0901 0.0434
H 0.0739 -0.0043 0.0127
H -0.0758 -0.0529 -0.0202
H 0.2262 0.0213 0.0711
H -0.0640 0.0864 0.0169
H -0.0681 0.0172 0.0435
H -0.0931 -0.1721 -0.1592
H 0.0542 0.0728 0.0456
H -0.0140 -0.0703 -0.0385
H 0.0585 0.0695 -0.0273
C 0.1080 -0.1751 0.0608
C 0.0200 0.0438 0.0886
O 0.0744 0.2061 -0.1426
C 0.0193 -0.0978 -0.0279
C -0.2285 -0.0154 0.0939
H -0.0974 0.0091 -0.0186
H 0.0475 0.0010 -0.0626
H -0.0660 0.0440 0.0318
H 0.1640 -0.0680 -0.1612
H 0.0242 -0.0454 0.0534
H -0.0422 -0.0434 0.0261
H -0.1062 0.2028 0.0326
H 0.0762 -0.0582 -0.0072
H -0.0216 0.0838 -0.0084
H 0.1060 0.0000 0.0380
C 0.1481 0.0092 -0.1882
C 0.0526 0.0061 0.0358
O -0.0710 0.1546 0.1281
C -0.0510 0.0386 -0.0791
C -0.0702 -0.2428 0.0273
H -0.0881 -0.0508 0.0193
H -0.0171 0.0740 -0.0172
H -0.0247 -0.0678 0.0535
H -0.0274 0.2028 -0.1242
H 0.0668 -0.0382 -0.0371
H 0.0070 -0.0889 -0.0301
H -0.1079 -0.0625 0.2023
H 0.0487 0.0432 -0.0659
H -0.0301 0.0178 0.0743
H 0.1007 0.0924 -0.0061

The spin multiplicity is 1. Its charge is 0. Its strongest force on any atom is 5.99 eV/A. The value obtained for the gap between HOMO and LUMO is 7.7 eV. The value obtained for the HOMO energy is -8.50 eV.

# 3
The molecule C3H8O at a distorted geometry. Source: the OMol25 dataset; level of theory: the ωB97M-V functional and the def2-TZVPD basis.

Last column: Löwdin charge in e.
CARTESIAN COORDINATES (ANGSTROEM)
C 0.223 -0.717 1.449  -0.111
C 0.771 -0.490 0.013  -0.257
C -0.331 -0.030 -0.950  -0.328
O -0.738 1.233 -0.553  -0.077
H -0.324 0.163 1.852  0.073
H -0.454 -1.657 1.414  0.101
H 1.016 -0.890 2.166  0.049
H 1.625 0.232 -0.118  0.111
H 1.247 -1.416 -0.439  0.114
H -1.197 -0.672 -0.922  0.110
H 0.024 -0.090 -1.991  0.112
H -0.019 1.891 -0.605  0.103

Forces on the atoms, in the same order (eV/Å):
C -0.5556 -0.7032 -0.6009
C 0.7392 -0.8821 -0.9873
C 1.3684 -0.5864 0.1588
O -0.6218 1.7804 -0.1114
H 0.0723 -0.6243 -0.6022
H 0.9473 1.6536 0.2479
H 0.2517 -0.2970 0.0449
H -0.8379 -0.2553 0.7108
H -0.6878 0.5590 0.8210
H -0.3791 -0.2260 0.2964
H 0.0766 0.3167 0.0908
H -0.3733 -0.7355 -0.0687

The spin multiplicity is 1. Its charge is 0. Its strongest force on any atom is 1.92 eV/A. The value obtained for the gap between HOMO and LUMO is 11.2 eV. Its structure (SMILES) is CCCO. The value obtained for the HOMO energy is -10.16 eV.

Number 1: E_tot -64445.1897 eV. Number 2: E_tot -132787.1175 eV. Number 3: E_tot -5287.6686 eV.